Entry 1:
A molecular structure, C4H10N2O at a distorted geometry. Source: the OMol25 dataset; level of theory: wB97M-V/def2-TZVPD.

Atoms and positions in Å:
O: 0.8745 2.2086 0.2258
N: 1.2288 0.2582 2.7673
N: 0.9644 -0.1658 1.6873
C: 1.7355 0.3521 -1.0296
C: -1.6200 -0.7147 -1.1290
C: 0.9505 1.0190 0.0811
C: -1.5193 -0.4398 0.3526
H: -0.3660 0.3951 0.3081
H: -0.9628 -1.5383 -1.4155
H: 1.1771 0.4678 -1.9618
H: -1.3727 0.1933 -1.6823
H: -2.6208 -1.0234 -1.4505
H: 0.7144 -0.1939 3.5630
H: -1.6515 -1.3296 0.9572
H: -2.0897 0.4122 0.7174
H: 2.7148 0.8148 -1.1466
H: 1.8426 -0.7154 -0.8444

Properties
**Relative energy (zero: lowest compared OMol25 entry of this formula, charge and spin)**: 151.7 kcal/mol
**Highest occupied orbital energy (spin up / spin down)**: -7.74 / -7.23 eV
**Gap between HOMO and LUMO (spin up / spin down)**: 7.44 / 6.90 eV

***

Entry 2:
C3H2ClF3 in the gas phase at a distorted geometry. Source: the OMol25 dataset; level of theory: wB97M-V/def2-TZVPD.

Atoms and positions in Å:
Cl: -1.6884 -1.7042 0.2166
F: 1.2319 -1.1970 -1.2208
F: -1.6920 0.9205 -0.2020
F: 0.6131 0.8820 -1.6447
C: -1.0975 -0.0274 0.4886
C: 0.3475 0.2688 0.7469
C: 1.1492 0.0660 -0.7176
H: 0.6731 -0.5164 1.3003
H: 0.4630 1.3078 1.0328

Properties
**Relative energy (zero: lowest compared OMol25 entry of this formula, charge and spin)**: 64.6 kcal/mol
**Highest occupied orbital energy (spin up / spin down)**: -8.70 / -9.24 eV
**Gap between HOMO and LUMO (spin up / spin down)**: 8.41 / 9.00 eV

***

Entry 3:
A molecular structure, H6OSi2 at a distorted geometry. Source: the OMol25 dataset; level of theory: wB97M-V/def2-TZVPD.

Atoms and positions in Å:
Si: -1.8372 -0.0173 -0.0217
Si: 1.6545 -0.0408 -0.0097
O: 0.2816 -0.8688 -0.0556
H: -2.4433 0.7264 1.2554
H: 1.4585 1.0834 -0.7883
H: 2.5489 -0.8893 -0.6317
H: 2.2124 0.4111 1.1965
H: -2.5377 -1.4079 0.0063
H: -1.3378 1.0032 -0.9513

Properties
**Relative energy (zero: lowest compared OMol25 entry of this formula, charge and spin)**: 70.6 kcal/mol
**Highest occupied orbital energy**: -9.95 eV
**Gap between HOMO and LUMO**: 9.23 eV

***

Entry 4:
A molecular structure, C22H18Cl2N5PtS at a distorted geometry. Source: the OMol25 dataset; level of theory: wB97M-V/def2-TZVPD.

Atoms and positions in Å:
Pt: 0.4455 0.6216 -0.4394
Cl: 2.4497 0.2708 -1.5096
Cl: 3.6690 4.0131 2.1930
S: 1.5061 2.1439 0.8875
N: -3.3846 1.7215 0.3874
N: -0.3345 -1.2691 -1.1375
N: -1.2753 -2.7703 -2.4464
N: -1.3294 0.9664 0.2978
N: -1.2668 0.9288 -2.5661
C: -2.4013 1.5611 -1.9203
C: -1.7054 1.0283 1.6439
C: -3.6737 1.6811 2.9150
C: -1.4382 -0.3709 -3.1835
C: 3.6223 1.3223 -0.7027
C: 3.1577 2.1335 0.3108
C: 5.8536 2.0942 -0.5352
C: 0.5154 -2.8867 0.6081
C: -1.6517 0.8652 3.9965
C: -2.3530 1.4000 -0.4152
C: -2.9691 1.3534 4.0546
C: -0.9986 0.6928 2.7944
C: -0.0249 -5.1944 0.0732
C: -0.1360 -2.5267 -0.5677
C: 0.5607 -4.2310 0.9130
C: -1.0090 -1.4611 -2.2435
C: 5.4465 2.9384 0.4920
C: -0.7208 -3.4849 -1.3882
C: -0.6772 -4.8427 -1.0913
C: 4.9298 1.2699 -1.1476
C: 4.1284 2.9555 0.9042
C: -3.0070 1.5043 1.7079
H: -4.6858 2.0596 2.9652
H: -2.4718 -0.5569 -3.5014
H: 0.0419 -6.2391 0.3451
H: 0.9690 -2.1362 1.2427
H: 6.8863 2.0804 -0.8530
H: -1.1233 -5.5869 -1.7374
H: -3.3582 1.1807 -2.2956
H: -1.1407 0.6260 4.9188
H: -0.8118 1.5600 -3.2049
H: 5.2133 0.6014 -1.9494
H: -3.4420 1.4783 5.0192
H: 6.1547 3.5910 0.9833
H: -4.2690 2.0865 0.0761
H: 1.0622 -4.5567 1.8143
H: 0.0196 0.3333 2.7315
H: -2.3805 2.6326 -2.1279
H: -0.8206 -0.4223 -4.0818
H: -1.7712 -3.1600 -3.2297

Properties
**Charge**: +1
**Highest occupied orbital energy**: -10.02 eV
**Gap between HOMO and LUMO**: 7.71 eV

***

Entry 5:
C4H7NO2 in the gas phase. Source: the OMol25 dataset; level of theory: wB97M-V/def2-TZVPD.

Atoms and positions in Å:
O: -1.9670 -1.4468 -1.5204
O: -0.2437 1.1216 0.1878
N: 1.4743 0.7933 1.5829
C: -1.6258 -0.7224 -0.6189
C: -1.0857 0.6807 -0.8556
C: 1.1563 -0.7893 -0.2203
C: 0.8078 0.3045 0.4773
H: 1.9185 -1.4527 0.1686
H: 2.1814 0.1840 1.9639
H: 0.7414 -1.0272 -1.1891
H: -1.9354 1.3724 -0.8616
H: -1.7359 -1.0067 0.4474
H: -0.5916 0.7260 -1.8337
H: 0.9053 1.2625 2.2717

Properties
**SMILES string**: C=C(N)OCC=O
**Relative energy (zero: lowest compared OMol25 entry of this formula, charge and spin)**: 44.5 kcal/mol
**Highest occupied orbital energy**: -8.49 eV
**Gap between HOMO and LUMO**: 9.37 eV

***

Entry 6:
2 unconnected molecules or ions with the total composition C11H13INO4S at a distorted geometry. Source: the OMol25 dataset; level of theory: wB97M-V/def2-TZVPD.

Atoms and positions in Å:
I: -2.1341 4.7458 -2.8013
S: 0.2174 -0.4907 -0.6640
O: -2.2301 -1.6106 2.6236
O: -1.6613 -3.7163 2.1336
O: 0.4283 4.4994 -1.3684
O: -3.1124 -2.6148 0.8058
N: 2.9273 0.5481 -3.3987
C: -0.6905 -1.0716 4.4322
C: -2.4076 -2.6457 1.7612
C: -0.7699 -3.2723 3.1644
C: 2.2514 -0.1230 -2.4679
C: 0.7012 1.6855 -2.2835
C: -0.4679 3.8319 -1.7921
C: -0.5032 2.3012 -1.6310
C: 2.5175 1.7460 -3.8002
C: 1.1445 0.4086 -1.9064
C: -1.5414 -2.1306 3.7758
C: 1.4287 2.3367 -3.2725
H: -1.4523 1.8666 -1.9478
H: 2.5996 -1.1017 -2.1624
H: 0.1662 -2.9551 2.6969
H: -0.5637 -4.0747 3.8688
H: 3.0858 2.2376 -4.5800
H: -0.4023 2.1168 -0.5552
H: 1.1235 3.3125 -3.6256
H: -1.2804 -0.1770 4.6303
H: 3.7602 0.1323 -3.7979
H: -2.2969 -2.4924 4.4784
H: -0.6943 -1.0844 -1.4714
H: 0.1347 -0.7724 3.7828
H: -0.2780 -1.4357 5.3727

Properties
**Charge**: +1
**Highest occupied orbital energy**: -12.70 eV
**Gap between HOMO and LUMO**: 7.96 eV

***

Entry 7:
A molecular structure, C7H7LaN2O6 at a distorted geometry. Source: the OMol25 dataset; level of theory: wB97M-V/def2-TZVPD.

Atoms and positions in Å:
La: -0.5720 -0.2373 -1.0509
O: 1.3334 -1.6453 -3.9966
O: 2.5685 -2.0668 -1.1367
O: -0.2588 0.4715 1.0023
O: 2.5084 1.5366 -1.8486
O: 0.0748 1.1062 -4.5417
O: -0.7840 -4.4364 -2.2594
N: 1.3075 1.3741 2.3756
N: -0.8293 0.9851 3.1677
C: 1.4850 1.0671 -1.5826
C: 0.0474 0.9330 2.1734
C: 1.5173 -1.5891 -1.0532
C: -0.2711 0.2703 -3.7437
C: -2.2200 0.5380 3.0838
C: 0.7686 -0.8516 -3.3193
C: -0.6848 -3.2994 -2.2074
H: -2.8886 1.3931 3.2095
H: 1.5781 1.7532 3.2731
H: -2.4231 0.0593 2.1252
H: -0.4811 1.3813 4.0329
H: -1.3332 0.1152 -3.2017
H: -2.4126 -0.1733 3.8893
H: 1.9698 1.3153 1.6088

Properties
**Relative energy (zero: lowest compared OMol25 entry of this formula, charge and spin)**: 33.9 kcal/mol
**Charge**: +2
**Highest occupied orbital energy (spin up / spin down)**: -14.74 / -14.70 eV
**Gap between HOMO and LUMO (spin up / spin down)**: 5.44 / 5.42 eV

***

Entry 8:
4 unconnected molecules or ions with the total composition C4H16O3 at a distorted geometry. Source: the OMol25 dataset; level of theory: wB97M-V/def2-TZVPD.

Atoms and positions in Å:
O: -0.3611 2.9175 0.8235
O: 0.3623 -3.9971 1.4540
O: 1.3713 4.5801 -0.5148
C: -1.0526 -0.3406 1.0581
C: 0.3620 -1.3606 -0.7651
C: -1.1180 -0.8868 -0.2660
C: 0.2368 -1.7231 -2.2850
H: 0.9041 -0.4015 -0.6803
H: -0.8142 2.8937 1.6123
H: -1.6892 -1.9098 -0.2115
H: 0.7777 4.9623 0.1351
H: 0.5564 2.9886 0.9357
H: -0.6979 -1.0243 1.8370
H: 0.0524 -3.6401 2.3997
H: -1.6839 -0.2361 -0.9672
H: 0.6777 -2.2123 -0.2296
H: -0.5760 0.6461 1.1005
H: 1.2740 4.8404 -1.4269
H: -0.1656 -0.8579 -2.8809
H: 1.1860 -3.4794 1.5021
H: -2.0248 -0.0382 1.4430
H: 1.1494 -2.0961 -2.7383
H: -0.4763 -2.5719 -2.3849

Properties
**Spin multiplicity**: 2
**Relative energy (zero: lowest compared OMol25 entry of this formula, charge and spin)**: 42.9 kcal/mol
**Charge**: -1
**Highest occupied orbital energy (spin up / spin down)**: 1.02 / -6.85 eV
**Gap between HOMO and LUMO (spin up / spin down)**: 2.16 / 10.06 eV